(1)
DFT (the ωB97M-V functional and the def2-TZVPD basis) results for a cluster of 7 separate species, C36H83N2O20PS6 in total.

```
! wB97M-V def2-TZVPD RIJCOSX def2/J DEFGRID3
* xyz 0 1
C -0.37529 5.81003 -3.09176
C -1.31244 4.76345 -3.90397
C -0.49263 3.62448 -4.67524
O 0.30637 2.77208 -3.80621
C -0.54028 2.14619 -2.78684
P 0.26621 0.52687 -2.08691
C -0.70558 0.72081 -0.47202
C -1.33639 -0.64012 0.10692
C -2.74787 -0.47709 0.85136
C -2.93694 0.88099 1.67791
N -2.30845 0.88629 3.03121
C -3.09674 1.59098 4.01313
C -2.38650 1.56615 5.38674
C -1.08401 0.78848 5.00366
C -1.05813 0.35353 3.52649
C 1.27471 -0.98167 -1.43152
C 2.80112 -0.93591 -1.99355
N 3.66808 -2.00677 -1.41897
C 5.03329 -1.97959 -2.08255
C 5.01454 -2.51090 -3.59906
C 3.97064 -1.74827 0.02657
C 4.57574 -0.36766 0.59374
O 3.70465 -2.67360 0.84656
H -0.77152 6.86285 -3.33534
H 0.72473 5.76862 -3.40360
H -0.52248 5.69029 -1.95460
H -1.85311 5.38663 -4.70401
H -2.11846 4.36148 -3.19777
H 0.24113 4.16940 -5.38483
H -1.18035 3.01647 -5.38166
H -0.61626 2.92811 -1.93683
H -1.61026 1.94371 -3.16205
H 1.54830 1.17343 -2.35263
H -0.27364 -0.23752 -3.19901
H -1.58191 1.42853 -0.69203
H 0.00737 1.13466 0.31803
H -1.53096 -1.32114 -0.80873
H -0.60100 -1.24155 0.76263
H -2.81899 -1.34112 1.61598
H -3.64772 -0.62516 0.14579
H -2.60201 1.82988 1.14143
H -4.07261 1.00187 1.85012
H -4.11037 2.07961 3.79924
H -2.72789 2.00178 6.37513
H -0.28015 0.59840 5.78809
H -0.29855 -0.22569 2.91887
H 0.79688 -1.90840 -1.89940
H 1.36948 -1.01524 -0.29446
H 3.31031 0.07211 -1.78108
H 2.74461 -1.01666 -3.14576
H 5.52842 -0.95308 -1.98112
H 5.67494 -2.71188 -1.45627
H 5.01977 -1.63723 -4.34411
H 5.98398 -3.09538 -3.80381
H 4.15245 -3.24300 -3.76126
H 4.34092 -0.36707 1.72336
H 4.03924 0.55541 0.16099
H 5.69397 -0.28219 0.39894
C -0.49939 -4.72996 -2.62490
C -1.44877 -5.89822 -2.43586
O -1.75113 -6.10946 -1.05709
S -2.83693 -5.14288 -0.34866
C -3.07731 -6.11579 1.11082
O -4.05306 -5.15830 -1.11981
O -2.18878 -3.91238 0.02218
H -0.98355 -3.78515 -2.36615
H -0.16817 -4.66729 -3.66409
H 0.37537 -4.83252 -1.97797
H -2.36510 -5.76225 -3.01783
H -0.97026 -6.81155 -2.79682
H -3.50951 -7.07486 0.82740
H -3.76099 -5.57586 1.76633
H -2.11663 -6.25264 1.60542
C 5.14444 -6.93827 -0.08348
C 6.24218 -6.42881 -0.99744
O 6.69070 -7.44143 -1.89143
S 5.78469 -7.76299 -3.18910
C 6.99223 -8.71378 -4.06894
O 5.54678 -6.53790 -3.91028
O 4.71039 -8.63709 -2.79989
H 4.23087 -7.14516 -0.64514
H 4.90900 -6.19841 0.68497
H 5.44485 -7.87108 0.39999
H 5.91837 -5.54037 -1.54829
H 7.10462 -6.13725 -0.39292
H 7.83801 -8.07105 -4.31121
H 6.52734 -9.08263 -4.98330
H 7.30476 -9.55020 -3.44523
C -8.01500 -5.89504 4.15648
C -7.65704 -5.61611 5.60388
O -6.71929 -6.56879 6.10495
S -5.16039 -6.39690 5.71122
C -4.50755 -7.53221 6.90314
O -4.73284 -5.06722 6.05788
O -4.95090 -6.94343 4.39609
H -7.16053 -5.71751 3.49966
H -8.83256 -5.24807 3.83059
H -8.31234 -6.93824 4.02498
H -7.27953 -4.59709 5.72920
H -8.55530 -5.70498 6.21928
H -4.71978 -7.15379 7.90255
H -3.43063 -7.59875 6.74805
H -4.96787 -8.50740 6.74995
C -1.77948 10.94965 1.04243
C -2.69830 10.02587 0.26526
O -3.00044 10.55504 -1.02691
S -1.89836 10.40574 -2.19866
C -2.96041 10.82722 -3.55196
O -1.52608 9.01934 -2.31821
O -0.91577 11.44574 -2.04819
H -0.78580 10.98706 0.59007
H -1.66936 10.60487 2.07307
H -2.17035 11.97011 1.04797
H -2.27395 9.02096 0.18438
H -3.64682 9.93261 0.79727
H -3.74501 10.07546 -3.63122
H -2.35795 10.83786 -4.46040
H -3.38387 11.81459 -3.37315
C -9.12634 7.99945 1.49176
C -7.93709 7.05916 1.44383
O -7.48058 6.85920 0.10601
S -6.57014 8.00727 -0.57789
C -6.00387 7.04670 -1.95368
O -5.44891 8.28954 0.28012
O -7.43036 9.04976 -1.07091
H -8.83548 9.01462 1.21269
H -9.54998 8.03325 2.49804
H -9.90076 7.68078 0.78987
H -7.12372 7.41645 2.08213
H -8.23820 6.07997 1.82333
H -5.40298 6.21776 -1.58080
H -5.39762 7.69386 -2.58765
H -6.86760 6.68300 -2.50868
C 12.35685 -1.40028 1.45978
C 11.13656 -0.55018 1.16149
O 10.03120 -1.34944 0.74067
S 9.17732 -2.13827 1.86547
C 7.79450 -2.55194 0.83971
O 8.74484 -1.20055 2.86828
O 9.87174 -3.35070 2.20860
H 12.19563 -2.02182 2.34335
H 13.22954 -0.76966 1.64415
H 12.57337 -2.07319 0.62654
H 10.86372 0.06695 2.02249
H 11.36537 0.12953 0.33733
H 7.30181 -1.63424 0.52292
H 7.10712 -3.16107 1.42762
H 8.15020 -3.11664 -0.02141
*
```

Its HOMO-LUMO gap is 8.0 eV. Its energy is -156897.2260 eV.

Results of the Löwdin charge analysis, in e, for atoms 1 through 2: number 1, C, carries -0.114; number 2, C, carries -0.240

***

(2)
DFT (the ωB97M-V functional and the def2-TZVPD basis) results for a structure of composition C36H86INbO9P.

```
! wB97M-V def2-TZVPD RIJCOSX def2/J DEFGRID3
* xyz -1 1
C 2.89792 -3.76717 5.05811
C 4.15614 -3.93178 4.18512
C 3.86695 -4.53091 2.81255
C 3.31616 -3.59507 1.71976
C 3.67388 -2.11528 1.80056
C 2.82443 -1.27760 2.74961
C 2.86368 0.22361 2.47642
C 2.47969 0.64673 1.06121
C 2.22683 2.15697 0.97868
C 1.42484 2.61553 -0.23172
C -0.04738 2.18785 -0.17954
C -0.90257 3.10808 0.70070
C -1.68822 2.36197 1.79326
C -3.12024 2.85412 2.02121
C -4.18988 1.83957 1.60588
C -5.34824 1.71168 2.59710
C -4.99523 0.63740 3.63132
C -5.50070 -0.74385 3.21413
C -4.54880 -1.85374 3.63075
C -4.89117 -3.19808 2.95053
Nb -3.74771 -3.35386 1.00838
P -2.00388 -3.36121 -0.90724
O -1.24933 -4.84270 -0.97112
I -0.16116 -1.79725 -0.37573
H 2.82067 -2.76524 5.47011
H 2.91144 -4.46391 5.88916
H 2.00217 -3.93958 4.47019
H 4.70257 -2.99510 4.10767
H 4.82644 -4.62554 4.68948
H 3.12808 -5.31394 2.97956
H 4.75183 -5.04456 2.44324
H 3.71111 -3.95849 0.77262
H 2.23994 -3.70770 1.63902
H 4.73001 -1.99854 2.05123
H 3.56538 -1.71090 0.79721
H 3.19284 -1.42244 3.76438
H 1.79497 -1.62985 2.75469
H 3.84951 0.61847 2.72594
H 2.15344 0.68799 3.16209
H 3.32168 0.43727 0.40240
H 1.62706 0.07365 0.70801
H 1.69949 2.47449 1.88009
H 3.20108 2.64492 0.98491
H 1.44064 3.70737 -0.24369
H 1.89354 2.29213 -1.16043
H -0.43565 2.23738 -1.19281
H -0.10282 1.16783 0.18285
H -1.63380 3.62406 0.08176
H -0.27842 3.87837 1.15250
H -1.73800 1.31930 1.49861
H -1.12726 2.42331 2.72343
H -3.26663 3.07678 3.07732
H -3.29224 3.79160 1.49271
H -3.74273 0.85217 1.50795
H -4.58588 2.07521 0.61920
H -5.54254 2.66150 3.09592
H -6.25671 1.43101 2.06898
H -3.90870 0.56218 3.65843
H -5.34346 0.91128 4.62450
H -6.50360 -0.93832 3.59014
H -5.52631 -0.76584 2.12517
H -4.52862 -1.94568 4.71807
H -3.56591 -1.53786 3.28785
H -5.93947 -3.21209 2.65053
H -4.67063 -4.03290 3.61058
H -5.24212 -3.44649 -0.07643
H -3.71021 -5.18872 0.89082
H -2.28656 -3.26080 2.14959
H -3.86322 -1.52181 0.71221
H -1.57523 -5.27468 -1.77067
C -2.47562 -7.88531 -1.22593
O -3.40491 -7.26894 -2.10072
C -3.63722 -7.98917 -3.29400
C -4.94291 -8.74940 -3.23267
O -4.92138 -9.76798 -2.24772
C -5.55825 -9.39306 -1.03780
H -2.52594 -7.35352 -0.27804
H -2.70815 -8.94168 -1.06860
H -1.45987 -7.79587 -1.62855
H -2.80985 -8.67735 -3.49948
H -3.69164 -7.26731 -4.11624
H -5.12656 -9.22743 -4.20087
H -5.76082 -8.04850 -3.03770
H -6.64608 -9.35714 -1.16546
H -5.20813 -8.42261 -0.68025
H -5.31637 -10.15385 -0.29749
C -3.65046 4.91763 -5.39521
O -3.98634 3.56178 -5.60572
C -2.87955 2.67917 -5.50400
C -2.82199 1.98474 -4.16344
O -2.58232 2.90002 -3.10965
C -3.74584 3.22201 -2.36112
H -4.58342 5.47240 -5.30771
H -3.06887 5.05094 -4.47960
H -3.08080 5.31752 -6.24262
H -1.94453 3.22260 -5.67713
H -2.98528 1.92569 -6.29055
H -1.99688 1.26600 -4.17258
H -3.74802 1.42935 -3.98677
H -4.03371 2.37152 -1.73554
H -4.57068 3.50880 -3.01814
H -3.49874 4.06242 -1.71340
C 1.55248 7.41964 1.10932
O 2.69923 6.85332 0.50429
C 2.51727 6.52429 -0.86266
C 3.15090 7.54623 -1.77721
O 2.51910 8.81329 -1.68526
C 3.21971 9.73991 -0.88078
H 1.85596 7.79977 2.08339
H 1.14776 8.24220 0.51367
H 0.77276 6.66384 1.25322
H 1.45250 6.41914 -1.09302
H 2.99531 5.55435 -1.03156
H 3.05250 7.20425 -2.81195
H 4.21803 7.63520 -1.54830
H 4.13108 10.08535 -1.38263
H 3.48671 9.31096 0.08825
H 2.56229 10.59340 -0.72299
C 8.98626 -0.44168 -2.18811
O 8.35168 0.64930 -2.82627
C 7.04269 0.35412 -3.28663
C 5.97777 0.87754 -2.35097
O 6.01250 0.22547 -1.09455
C 6.63327 0.98793 -0.07770
H 9.88868 -0.05856 -1.71438
H 8.34507 -0.89054 -1.42573
H 9.26923 -1.21077 -2.91578
H 6.91846 -0.72564 -3.41654
H 6.92141 0.82991 -4.26483
H 4.99533 0.68738 -2.79434
H 6.08892 1.95971 -2.22538
H 5.99090 1.82317 0.22473
H 7.60184 1.37824 -0.40142
H 6.78027 0.33345 0.77984
*
```

Its HOMO-LUMO gap is 6.3 eV. Its energy is -76085.2812 eV.

Results of the Löwdin charge analysis, in e, for atoms 1 through 2: number 1, C, carries -0.104; number 2, C, carries -0.265

***

- The highest energy belongs to which entry?
  C36H86INbO9P

***

- Which of these has the lowest energy?
  C36H83N2O20PS6